Computed, not measured: a molecular structure, C5H11N3O in a non-equilibrium geometry, with wB97M-V/def2-TZVPD.

Last column: Mulliken charge in e.
Positions of all 20 atoms, in Å:
C -1.90 -0.55 -1.20  -0.94
O 2.07 -1.21 1.85  -0.51
C -0.33 -2.23 -0.55  0.07
H 2.09 0.56 1.83  0.30
H 2.43 1.91 1.26  0.41
H 0.89 1.77 1.97  0.33
H 1.23 -3.37 0.39  0.36
C 0.76 1.00 0.15  -0.62
C -0.19 -0.07 0.44  -0.50
N 0.68 -2.49 0.36  -0.01
C 1.13 -1.44 1.11  0.50
N 1.56 1.36 1.42  -0.20
H -0.87 0.17 1.33  0.35
H -2.71 -0.37 -0.45  0.37
H -0.61 -3.03 -1.23  0.43
H 0.23 1.95 -0.19  0.37
H -1.74 0.29 -1.86  0.34
N -0.69 -0.93 -0.64  0.22
H 1.50 0.62 -0.65  0.36
H -2.25 -1.22 -2.00  0.38

## Properties
M: 129.16 g/mol
charge: +2
2S+1: 1
E: -11861.8533 eV
strongest force on any atom: 5.7 eV/Å
ΔE to the lowest compared entry with this formula, charge and spin: 1.665 eV
Kohn-Sham gap: 9.3 eV
E_LUMO: -9.30 eV

=====

Computed, not measured: 2 unconnected molecules or ions with the total composition C5H11N3Si in a non-equilibrium geometry, with wB97M-V/def2-TZVPD.

Last column: Mulliken charge in e.
Positions of all 20 atoms, in Å:
N 1.75 1.22 0.07  0.68
H 2.50 -2.76 0.75  0.25
Si -1.45 -0.83 0.23  0.58
H -2.54 0.80 -1.53  0.33
H -2.74 1.44 0.05  0.34
H 0.47 2.46 -0.65  0.37
C 2.84 -2.28 -0.17  -1.21
C -2.66 0.47 -0.45  -1.14
C 1.34 -0.07 0.09  -0.43
N 3.49 0.15 -0.14  -0.39
H -1.83 -2.00 -0.37  -0.12
H -3.61 0.17 -0.73  0.46
H 2.23 -2.91 -0.84  0.28
C 0.92 2.34 0.26  -0.91
H 3.86 -2.21 -0.29  0.39
H 0.22 2.16 1.05  0.30
H -1.18 -0.79 1.69  -0.05
N 3.05 1.36 0.07  -0.71
H 1.53 3.22 0.40  0.33
C 2.47 -0.79 -0.10  0.66

## Properties
M: 141.25 g/mol
charge: 0
2S+1: 1
E: -17706.0070 eV
strongest force on any atom: 4.4 eV/Å
ΔE to the lowest compared entry with this formula, charge and spin: 6.340 eV
Kohn-Sham gap: 8.0 eV
E_LUMO: -0.72 eV

=====

Computed, not measured: a gas-phase ion, C5H11N4O (charge +1) in a non-equilibrium geometry, with wB97M-V/def2-TZVPD.

Last column: Mulliken charge in e.
Positions of all 21 atoms, in Å:
N 1.09 -0.24 -0.08  -0.04
H 2.85 0.11 1.21  0.37
C 0.35 0.90 0.34  0.04
H 2.67 -1.31 0.23  0.43
H -3.84 0.29 0.61  0.33
C 2.15 -0.64 0.83  -1.11
H 0.71 1.62 1.13  0.40
H 1.11 0.50 -1.95  0.46
H -3.77 -1.16 -0.06  0.42
N -0.43 -1.81 -0.25  -0.43
O -0.45 1.55 -0.58  -0.41
H -3.51 0.24 -1.20  0.33
N -1.42 -1.30 -0.15  0.48
N -1.98 -0.18 0.02  0.42
H 2.87 0.00 -1.45  0.31
H -1.46 1.67 1.28  0.38
C -3.38 -0.22 -0.25  -0.94
C -1.18 0.96 0.45  -0.14
H 1.65 -1.05 1.79  0.35
C 1.71 -0.20 -1.45  -0.97
H 1.61 -1.08 -2.05  0.30

## Properties
M: 143.17 g/mol
charge: +1
2S+1: 1
E: -13358.8081 eV
strongest force on any atom: 4.0 eV/Å
ΔE to the lowest compared entry with this formula, charge and spin: 7.070 eV
SMILES: CN(C)[C@H]1O[C@H]1N(C)[N+]#N
Kohn-Sham gap (alpha / beta): 8.8 / 8.8 eV
E_LUMO (alpha / beta): -4.92 / -4.92 eV

=====

Computed, not measured: a gas-phase ion, C5H11N4S (charge +1) in a non-equilibrium geometry, with wB97M-V/def2-TZVPD.

Last column: Mulliken charge in e.
Positions of all 21 atoms, in Å:
N 0.93 -0.67 -0.90  -0.19
C 0.74 0.07 -2.16  -0.52
H 0.44 1.70 1.98  0.34
H 1.56 -0.15 -0.22  0.47
H -2.46 -1.68 0.29  0.24
H 0.87 -0.73 2.73  0.37
N 0.53 0.82 1.37  -0.56
H 1.72 0.23 -2.71  0.35
C -0.47 0.90 0.30  -0.02
H -0.03 -2.19 1.13  0.19
H 1.31 -1.64 -0.94  0.36
N -0.36 -1.28 1.19  -0.35
C 0.05 -0.33 2.16  -0.58
S -1.78 -1.44 -0.93  -0.22
H -0.98 0.01 2.58  0.34
C -0.44 -0.55 -0.15  0.18
N 0.36 1.42 -1.97  -0.41
H -0.39 2.93 -0.91  0.37
H -0.11 -0.38 -2.74  0.36
C -0.16 1.81 -0.89  -0.37
H -1.36 1.13 0.79  0.63

## Properties
M: 159.24 g/mol
charge: +1
2S+1: 1
E: -22150.1403 eV
strongest force on any atom: 4.3 eV/Å
ΔE to the lowest compared entry with this formula, charge and spin: 3.024 eV
SMILES: S[C@]12NCN[C@H]1C=NC[NH2+]2
Kohn-Sham gap: 10.2 eV
E_LUMO: -3.16 eV

=====

Computed, not measured: a gas-phase ion, C5H11N5 (charge +2) in a non-equilibrium geometry, with wB97M-V/def2-TZVPD.

Last column: Mulliken charge in e.
Positions of all 21 atoms, in Å:
C 0.09 -0.54 0.58  0.48
H -2.29 3.08 -2.01  0.30
H 1.85 -0.06 -0.69  0.47
H -1.02 0.26 1.98  0.26
H -1.04 3.98 -2.53  0.28
H -0.03 2.25 2.13  0.40
H 0.30 -3.65 0.77  0.40
H 1.47 1.60 1.21  0.32
H 2.10 -2.64 -0.62  0.43
H 0.85 -2.40 -1.79  0.44
N -0.10 2.49 0.07  0.14
N -0.40 0.52 1.17  -0.28
C -0.76 2.89 -0.77  0.34
H -0.94 -1.99 1.74  0.29
H -0.70 -3.35 -0.58  0.32
N 1.11 -2.20 -0.71  -0.16
C 0.04 -2.85 0.13  -0.58
N -1.30 3.30 -1.86  -0.36
C 1.10 -0.75 -0.31  -0.67
N -0.64 -1.73 0.79  -0.33
C 0.30 1.77 1.29  -0.49

## Properties
M: 141.18 g/mol
charge: +2
2S+1: 3
E: -12790.5344 eV
strongest force on any atom: 6.9 eV/Å
ΔE to the lowest compared entry with this formula, charge and spin: 4.333 eV
Kohn-Sham gap (alpha / beta): 4.9 / 7.8 eV
E_LUMO (alpha / beta): -6.76 / -9.43 eV

=====

Computed, not measured: 2 unconnected molecules or ions with the total composition C5H11NO in a non-equilibrium geometry, with wB97M-V/def2-TZVPD.

Last column: Mulliken charge in e.
Positions of all 18 atoms, in Å:
H -1.00 -1.44 -2.46  0.27
N -0.44 -1.18 -1.65  -0.62
H -3.02 0.29 2.07  0.64
O -3.02 -0.60 1.71  -1.69
H 0.43 0.22 -3.92  0.22
C 0.30 0.02 -1.63  0.35
C 0.44 0.59 -0.24  -1.02
H 0.28 1.49 0.12  0.53
C 0.39 0.66 -2.85  -0.92
H 2.07 -0.07 2.72  0.65
H 0.29 -1.86 -1.34  0.20
H 1.96 1.44 1.96  0.33
H 0.41 0.78 2.60  0.26
C 0.97 -0.12 0.79  0.42
C 1.46 0.51 2.03  -1.60
H -3.10 -1.25 2.41  0.63
H 1.07 -1.25 0.68  0.12
H 0.50 1.78 -2.99  0.22

## Properties
M: 101.15 g/mol
charge: -1
2S+1: 2
E: -8896.4799 eV
strongest force on any atom: 5.7 eV/Å
ΔE to the lowest compared entry with this formula, charge and spin: 3.682 eV
Kohn-Sham gap (alpha / beta): 2.5 / 8.6 eV
E_LUMO (alpha / beta): 3.73 / 3.61 eV

=====

Computed, not measured: 2 unconnected molecules or ions with the total composition C5H11NO, with wB97M-V/def2-TZVPD.

Last column: Mulliken charge in e.
Positions of all 18 atoms, in Å:
C 0.61 0.54 0.32  0.02
H -2.59 -0.65 1.67  0.29
H -1.50 -2.49 2.13  0.21
H 1.09 -0.07 -1.66  0.28
H -0.40 -3.09 0.75  0.28
O -2.27 -0.48 0.77  -0.27
H 2.22 -0.80 0.36  0.26
H 1.58 2.38 -1.47  0.33
H -0.62 0.25 -1.38  0.27
H 0.39 2.07 -2.75  0.35
C 0.57 2.02 -1.67  -1.23
H -0.14 2.69 -1.18  0.34
C -1.10 -2.37 1.12  -0.35
C 1.54 -0.18 0.92  -0.88
N -1.40 -1.42 0.36  -0.18
C 0.39 0.59 -1.16  -0.25
H 1.67 -0.17 1.99  0.30
H -0.05 1.17 0.90  0.24

## Properties
M: 101.15 g/mol
charge: 0
2S+1: 1
E: -8897.9613 eV
strongest force on any atom: 1.0 eV/Å
ΔE to the lowest compared entry with this formula, charge and spin: 3.736 eV
SMILES: C=CCC.C=NO
Kohn-Sham gap: 10.1 eV
E_LUMO: 0.90 eV

=====

Computed, not measured: a single C5H11NO molecule, with wB97M-V/def2-TZVPD.

Last column: Mulliken charge in e.
Positions of all 18 atoms, in Å:
H 2.73 -0.43 -1.57  0.32
C 0.82 -0.64 -0.69  0.93
H 1.50 0.30 1.70  0.37
C -1.43 -0.52 0.16  -0.62
C -1.99 0.57 -0.75  -1.02
H -1.78 1.57 -0.35  0.27
H -1.60 -1.50 -0.28  0.31
H 2.82 -0.73 0.18  0.35
H -0.08 0.01 2.42  0.31
H 0.18 1.47 1.44  0.30
C 2.27 -0.20 -0.61  -1.34
H 2.35 0.87 -0.42  0.34
O 0.39 -1.22 -1.68  -0.64
H -1.53 0.49 -1.74  0.30
H -1.91 -0.49 1.14  0.38
N 0.01 -0.36 0.37  0.05
H -3.07 0.47 -0.87  0.35
C 0.42 0.40 1.53  -0.97

## Properties
M: 101.15 g/mol
charge: 0
2S+1: 1
E: -8901.3414 eV
strongest force on any atom: 0.3 eV/Å
ΔE to the lowest compared entry with this formula, charge and spin: 0.356 eV
SMILES: CCN(C)C(C)=O
Kohn-Sham gap: 10.1 eV
E_LUMO: 0.91 eV

=====

What is the formula in the first record? C5H11N3O

=====

Copy entry 4 word for word.
Computed, not measured: a gas-phase ion, C5H11N4S (charge +1) in a non-equilibrium geometry, with wB97M-V/def2-TZVPD.

Last column: Mulliken charge in e.
Positions of all 21 atoms, in Å:
N 0.93 -0.67 -0.90  -0.19
C 0.74 0.07 -2.16  -0.52
H 0.44 1.70 1.98  0.34
H 1.56 -0.15 -0.22  0.47
H -2.46 -1.68 0.29  0.24
H 0.87 -0.73 2.73  0.37
N 0.53 0.82 1.37  -0.56
H 1.72 0.23 -2.71  0.35
C -0.47 0.90 0.30  -0.02
H -0.03 -2.19 1.13  0.19
H 1.31 -1.64 -0.94  0.36
N -0.36 -1.28 1.19  -0.35
C 0.05 -0.33 2.16  -0.58
S -1.78 -1.44 -0.93  -0.22
H -0.98 0.01 2.58  0.34
C -0.44 -0.55 -0.15  0.18
N 0.36 1.42 -1.97  -0.41
H -0.39 2.93 -0.91  0.37
H -0.11 -0.38 -2.74  0.36
C -0.16 1.81 -0.89  -0.37
H -1.36 1.13 0.79  0.63

## Properties
M: 159.24 g/mol
charge: +1
2S+1: 1
E: -22150.1403 eV
strongest force on any atom: 4.3 eV/Å
ΔE to the lowest compared entry with this formula, charge and spin: 3.024 eV
SMILES: S[C@]12NCN[C@H]1C=NC[NH2+]2
Kohn-Sham gap: 10.2 eV
E_LUMO: -3.16 eV

=====

Among the records above, which one has the highest E? number 6

=====

Repeat the seventh record exactly.
Computed, not measured: 2 unconnected molecules or ions with the total composition C5H11NO, with wB97M-V/def2-TZVPD.

Last column: Mulliken charge in e.
Positions of all 18 atoms, in Å:
C 0.61 0.54 0.32  0.02
H -2.59 -0.65 1.67  0.29
H -1.50 -2.49 2.13  0.21
H 1.09 -0.07 -1.66  0.28
H -0.40 -3.09 0.75  0.28
O -2.27 -0.48 0.77  -0.27
H 2.22 -0.80 0.36  0.26
H 1.58 2.38 -1.47  0.33
H -0.62 0.25 -1.38  0.27
H 0.39 2.07 -2.75  0.35
C 0.57 2.02 -1.67  -1.23
H -0.14 2.69 -1.18  0.34
C -1.10 -2.37 1.12  -0.35
C 1.54 -0.18 0.92  -0.88
N -1.40 -1.42 0.36  -0.18
C 0.39 0.59 -1.16  -0.25
H 1.67 -0.17 1.99  0.30
H -0.05 1.17 0.90  0.24

## Properties
M: 101.15 g/mol
charge: 0
2S+1: 1
E: -8897.9613 eV
strongest force on any atom: 1.0 eV/Å
ΔE to the lowest compared entry with this formula, charge and spin: 3.736 eV
SMILES: C=CCC.C=NO
Kohn-Sham gap: 10.1 eV
E_LUMO: 0.90 eV